# C4H4N2O

The molecule C4H4N2O (ωB97M-V/def2-TZVPD, the OMol25 dataset).

Structure (XYZ):
```
11
Properties=species:S:1:pos:R:3:nbo_charge:R:1
O 0.958 0.776 2.481 -0.495
C 0.417 0.622 1.425 0.414
C 0.894 0.162 0.063 -0.141
C 0.577 -1.194 -0.050 0.031
N -0.511 -1.403 -0.840 -0.465
C -0.856 -0.192 -1.246 0.219
N 0.016 0.747 -0.851 -0.505
H -0.704 0.693 1.274 0.093
H 1.037 -2.006 0.503 0.220
H -1.745 0.048 -1.812 0.208
H -0.084 1.747 -0.947 0.421
```

- Spin multiplicity: 1
- SMILES string: O=Cc1cnc[nH]1
- Energy above the lowest of the compared OMol25 structures with the same formula, charge and spin: 199.8 kJ/mol
- E_LUMO: 0.34 eV
- Highest occupied orbital energy: -9.35 eV
- Charge: 0
- Orbital gap: 0.356 Eh